# 1
Molecular formula: C10H24AgClN2O4
Method: DFT, the ωB97M-V functional and the def2-TZVPD basis

Positions of all 42 atoms, in Å:
Ag  1.5982  2.1762  0.1297
Cl  1.0093  0.3275  0.7809
C  -0.9963  0.5665  -0.3718
O  -1.0200  -0.0006  -1.6951
C  -2.2657  -0.5498  -2.0165
C  -2.3860  -0.9860  -3.4985
O  -1.5271  -2.0917  -3.8808
C  -1.6956  -2.4635  -5.2076
H  -0.0173  0.9362  -0.0671
H  -1.2860  -0.0274  0.4950
H  -1.5507  1.5042  -0.3337
H  -2.9691  0.2823  -1.9842
H  -2.5815  -1.3104  -1.3024
H  -2.1018  -0.0655  -4.0085
H  -3.4590  -1.1366  -3.6173
H  -0.9462  -3.2182  -5.4463
H  -1.6663  -1.5863  -5.8539
H  -2.6536  -2.9452  -5.4031
C  -1.7490  2.6207  0.7474
C  -1.8646  1.7447  1.9563
O  -2.7918  1.9429  2.6937
N  -0.9704  0.7478  2.0721
C  -1.0156  -0.2894  3.0990
H  -2.7518  2.6946  0.3264
H  -1.0310  2.3610  -0.0305
H  -1.4008  3.6104  1.0428
H  -0.1592  0.5678  1.4980
H  -2.0252  -0.6736  3.2444
H  -0.6444  0.0547  4.0644
H  -0.3867  -1.1041  2.7402
C  3.3493  1.1548  2.8071
C  4.0350  0.0520  2.0840
O  5.1862  -0.2213  2.3818
N  3.3252  -0.6276  1.1856
C  3.7656  -1.8207  0.4763
H  3.7586  2.1107  2.4803
H  3.6707  1.1658  3.8485
H  2.2635  1.0627  2.7818
H  2.4284  -0.2420  0.9262
H  2.9844  -2.1139  -0.2251
H  3.8904  -2.6280  1.1980
H  4.6480  -1.5824  -0.1175

Calculated values
- Molar mass: 379.633 g/mol
- HOMO level: -8.372 eV
- E_tot: -38438.6962 eV
- Strongest force on any atom: 11.06 eV Å⁻¹
- Kohn-Sham gap: 6.05 eV
- ΔE to the lowest compared entry with this formula, charge and spin: 300.41 kcal per mole

Atomic partial charges in e from the natural (NBO) method, atoms 1 to 2:
1 Ag 0.85
2 Cl -0.36

=====

# 2
Molecular formula: C31H63BaGeN4OP3S
Method: DFT, the ωB97M-V functional and the def2-TZVPD basis

Positions of all 105 atoms, in Å:
Ba  -0.9297  0.6923  -0.0948
S  0.9842  -1.4164  -0.2604
C  1.0631  -1.1958  1.4848
C  2.1472  -1.6018  2.2554
C  2.0732  -1.4386  3.6268
C  0.9258  -0.8885  4.1866
C  -0.1012  -0.5181  3.3408
N  -0.0381  -0.6574  2.0130
H  3.0124  -2.0490  1.7877
H  2.8989  -1.7500  4.2529
H  0.8348  -0.7550  5.2551
H  -1.0227  -0.1003  3.7299
C  -2.2885  4.3245  -1.9288
P  -2.4201  2.5065  -2.0945
C  -4.2331  2.2238  -2.1078
C  -2.0438  2.3673  -3.8925
C  -2.1275  0.9428  -4.4302
P  -0.8440  -0.1781  -3.7007
C  0.6642  0.5254  -4.4954
C  -1.1228  -1.6303  -4.7917
H  -1.3234  4.6442  -2.3247
H  -2.3342  4.6084  -0.8818
H  -3.0817  4.8197  -2.4917
H  -4.7114  2.8518  -2.8606
H  -4.6600  2.4559  -1.1313
H  -4.4406  1.1764  -2.3284
H  -1.0398  2.7696  -4.0528
H  -2.7447  3.0164  -4.4246
H  -1.9984  0.9457  -5.5149
H  -3.1068  0.5045  -4.2207
H  0.4436  0.8648  -5.5085
H  1.4245  -0.2541  -4.5498
H  1.0652  1.3537  -3.9102
H  -1.1357  -1.3234  -5.8377
H  -2.0716  -2.1030  -4.5383
H  -0.3331  -2.3682  -4.6508
C  4.9127  -4.7192  -4.7840
C  4.1193  -4.2312  -3.5756
C  3.0825  -3.1792  -3.9646
C  2.2165  -2.7355  -2.7884
Ge  3.0494  -1.7179  -1.3061
C  3.7596  0.1290  -1.5474
C  4.3963  0.4135  -2.9189
C  5.8799  0.0508  -2.9854
C  6.1421  -1.4432  -2.8156
H  5.6515  -5.4643  -4.4925
H  5.4352  -3.8901  -5.2646
H  4.2475  -5.1731  -5.5195
H  4.7998  -3.8137  -2.8257
H  3.6071  -5.0762  -3.1072
H  2.4294  -3.6023  -4.7337
H  3.5886  -2.3183  -4.4126
H  1.7722  -3.6060  -2.2996
H  1.3880  -2.1032  -3.1204
H  3.8566  -2.5602  -0.3178
H  4.4931  0.2991  -0.7555
H  2.9188  0.8022  -1.3664
H  4.2842  1.4763  -3.1467
H  3.8659  -0.1351  -3.7026
H  6.4212  0.6141  -2.2209
H  6.2660  0.3724  -3.9544
H  5.7169  -1.8197  -1.8795
H  7.2117  -1.6450  -2.7874
H  5.7147  -2.0094  -3.6461
O  -0.5043  2.2599  1.4779
P  -0.5222  3.7437  1.7157
N  -2.0682  4.3085  1.5404
C  -3.2443  3.4742  1.8402
C  -4.4068  4.3922  1.4868
C  -3.9213  5.7627  1.9740
C  -2.3978  5.7335  1.7687
N  0.4207  4.4599  0.5555
C  0.8153  5.8841  0.6422
C  2.3171  5.8838  0.3740
C  2.4797  4.7230  -0.6103
C  1.5014  3.6740  -0.0832
N  0.0003  4.3084  3.1782
C  -0.8036  4.1956  4.4052
C  -0.0425  3.2085  5.3152
C  1.3465  3.0406  4.6594
C  1.3958  4.1455  3.6006
H  -3.3066  3.1898  2.8963
H  -3.2250  2.5586  1.2416
H  -5.3381  4.0830  1.9567
H  -4.5563  4.4104  0.4060
H  -4.1628  5.8993  3.0275
H  -4.3808  6.5768  1.4185
H  -1.8727  6.1347  2.6377
H  -2.0998  6.3185  0.8959
H  0.5603  6.2997  1.6161
H  0.2943  6.4555  -0.1306
H  2.8734  5.6871  1.2924
H  2.6576  6.8325  -0.0345
H  3.4977  4.3411  -0.6561
H  2.1874  5.0436  -1.6117
H  1.9980  3.0125  0.6343
H  1.1042  3.0533  -0.8975
H  -1.8180  3.8713  4.1842
H  -0.8591  5.1811  4.8737
H  -0.5640  2.2543  5.3821
H  0.0375  3.6101  6.3232
H  1.4296  2.0641  4.1798
H  2.1600  3.1347  5.3762
H  2.0463  3.9056  2.7599
H  1.7376  5.0835  4.0477

Calculated values
- Molar mass: 842.799 g/mol
- HOMO level: -13.658 eV
- E_tot: -137081.7334 eV
- Strongest force on any atom: 2.00 eV Å⁻¹
- Kohn-Sham gap: 9.02 eV
- ΔE to the lowest compared entry with this formula, charge and spin: 25.79 kcal per mole
- Net charge: +2

Atomic partial charges in e from the Mulliken method, atoms 1 to 2:
1 Ba 1.71
2 S -0.71

=====

# 3
Molecular formula: C19H22BrF6GdN7O5S3
Method: DFT, the ωB97M-V functional and the def2-TZVPD basis

Positions of all 64 atoms, in Å:
Gd  -0.0472  -0.5728  -0.6554
N  -0.8988  -2.4295  3.4390
C  -0.7078  -1.4400  2.5583
S  -1.9646  -0.9912  1.4860
N  0.4805  -0.8086  2.6265
N  0.6920  0.0254  1.6080
C  1.5950  0.9858  1.8433
C  1.8918  1.9233  0.8196
C  2.7262  3.0228  1.0817
C  2.9761  3.9369  0.0852
C  2.4007  3.7401  -1.1668
C  1.6064  2.6194  -1.3585
N  1.3404  1.7261  -0.4086
H  -1.8279  -2.7833  3.5855
H  -0.2021  -2.5790  4.1523
H  2.0838  1.0416  2.8103
H  3.1581  3.1333  2.0665
H  3.6120  4.7916  0.2714
H  2.5717  4.4219  -1.9861
H  1.1766  2.4222  -2.3320
F  2.5790  -2.1255  -4.9088
C  1.4550  -2.6517  -4.4551
F  1.4384  -3.9521  -4.6538
F  0.4179  -2.0873  -5.0576
S  1.2830  -2.2962  -2.6509
O  1.4612  -0.8355  -2.4448
O  -0.0626  -2.7034  -2.2677
N  2.4305  -3.1502  -2.0048
S  2.5401  -2.9365  -0.4208
O  1.2998  -2.2950  0.0748
O  3.0326  -4.0461  0.3050
C  3.8247  -1.5828  -0.2685
F  4.6643  -1.6331  -1.2867
F  4.4752  -1.7443  0.8722
F  3.2244  -0.3912  -0.2670
C  -2.5632  4.4114  1.8352
C  -2.2741  3.6681  0.5638
C  -2.4637  4.2406  -0.6891
C  -2.1600  3.5330  -1.8413
C  -1.6648  2.2519  -1.6733
Br  -1.1347  1.2536  -3.1957
N  -1.4849  1.6706  -0.5003
C  -1.7894  2.3680  0.5972
H  -3.2068  5.2694  1.6515
H  -1.6386  4.7769  2.2845
H  -3.0519  3.7688  2.5665
H  -2.8479  5.2498  -0.7669
H  -2.2960  3.9559  -2.8239
H  -1.6384  1.8442  1.5340
C  -2.7332  -3.7151  -0.6262
N  -3.7120  -2.7329  -1.0731
C  -5.1158  -3.1228  -0.9648
C  -3.3616  -1.5242  -1.5018
C  -4.4415  -0.5907  -1.9821
O  -2.1795  -1.1173  -1.5060
H  -2.9583  -4.6721  -1.0970
H  -2.7787  -3.8212  0.4582
H  -1.7371  -3.4067  -0.9205
H  -5.1581  -4.0745  -0.4426
H  -5.5745  -3.2492  -1.9453
H  -5.6849  -2.3942  -0.3894
H  -5.2254  -1.0909  -2.5463
H  -3.9742  0.1721  -2.5991
H  -4.9062  -0.1045  -1.1222

Calculated values
- Molar mass: 875.772 g/mol
- HOMO level (alpha / beta): -10.382 / -10.413 eV
- ⟨S²⟩: 15.89
- E_tot: -180413.1547 eV
- 2S+1: 8
- Strongest force on any atom: 3.35 eV Å⁻¹
- Kohn-Sham gap (alpha / beta): 5.58 / 7.16 eV
- ΔE to the lowest compared entry with this formula, charge and spin: 15.14 kcal per mole
- Net charge: +1

Atomic partial charges in e from the Mulliken method, atoms 1 to 2:
1 Gd 0.45
2 N -0.38

=====

# 4
Molecular formula: C42H50N7O7S2W
Method: DFT, the ωB97M-V functional and the def2-TZVPD basis

Positions of all 109 atoms, in Å:
W  0.6371  0.8221  0.2737
C  2.3599  -2.1557  -0.6299
C  0.9543  -2.3345  -0.1670
C  0.4864  -3.6505  -0.0525
C  -0.8085  -3.9123  0.3039
C  -1.6656  -2.8364  0.5339
C  -1.1690  -1.5634  0.4182
N  0.1359  -1.3020  0.0915
C  -2.0340  -0.3893  0.7066
C  -3.4017  -0.4305  0.9232
C  -4.0568  0.7443  1.2612
C  -3.3509  1.9323  1.3997
C  -1.9931  1.9282  1.1466
N  -1.3933  0.7872  0.7706
C  -1.0862  3.0979  1.2956
C  -1.5520  4.3189  1.7192
C  -0.6421  5.3540  1.9136
C  0.6889  5.1251  1.6567
C  1.1149  3.8792  1.1957
C  2.5583  3.6927  0.8493
N  0.2368  2.8760  1.0320
H  2.3730  -2.3732  -1.7019
H  2.9978  -2.8757  -0.1211
H  2.7477  -1.1639  -0.4494
H  1.1819  -4.4548  -0.2476
H  -1.1594  -4.9302  0.4099
H  -2.6935  -2.9995  0.8199
H  -3.9504  -1.3554  0.8357
H  -5.1241  0.7325  1.4381
H  -3.8599  2.8320  1.7089
H  -2.6013  4.4702  1.9195
H  -0.9787  6.3221  2.2593
H  1.4221  5.9094  1.7894
H  2.8852  4.5097  0.2044
H  2.7593  2.7425  0.3615
H  3.1697  3.7384  1.7522
C  4.8371  1.2878  -1.4215
C  4.1242  0.6552  -2.6033
S  2.4275  1.2275  -2.7262
O  1.8038  0.7051  -1.4056
C  1.8184  0.1278  -4.0065
C  0.5660  0.6674  -4.6753
H  5.8634  0.9249  -1.3949
H  4.3545  1.0192  -0.4821
H  4.8723  2.3738  -1.5146
H  4.0858  -0.4338  -2.5463
H  4.5763  0.9465  -3.5546
H  1.6510  -0.8433  -3.5309
H  2.6492  0.0511  -4.7125
H  -0.2638  0.7129  -3.9723
H  0.2812  -0.0174  -5.4739
H  0.7339  1.6463  -5.1250
C  -1.4222  -3.6210  7.5153
C  -1.0288  -2.5272  6.5704
C  -1.2665  -2.6317  5.1996
C  -0.8951  -1.6236  4.3299
C  -0.2785  -0.4868  4.8391
C  -0.0315  -0.3539  6.2021
C  -0.4058  -1.3745  7.0536
S  0.0860  0.8488  3.7837
O  0.3227  0.2356  2.4595
O  -0.9110  1.8765  3.8295
N  1.4787  1.5146  4.2593
C  2.6990  0.7083  4.4594
C  3.5804  0.6615  3.2140
C  2.8697  -0.1321  2.1426
O  2.4137  0.6108  1.1191
O  2.6879  -1.3166  2.2235
H  -1.8693  -4.4633  6.9923
H  -2.1399  -3.2531  8.2495
H  -0.5516  -3.9786  8.0662
H  -1.7420  -3.5238  4.8129
H  -1.0586  -1.7233  3.2651
H  0.4432  0.5339  6.6012
H  -0.2109  -1.2781  8.1141
H  1.3355  2.3156  4.8598
H  2.4282  -0.3097  4.7491
H  3.2415  1.1534  5.2907
H  4.5058  0.1436  3.4668
H  3.8127  1.6687  2.8731
N  -2.8961  4.9010  -5.2241
C  -2.3850  4.2712  -4.4123
C  -1.7518  3.4783  -3.3974
C  -0.5154  3.8482  -2.8741
C  0.0481  3.0504  -1.9041
N  -0.5322  1.9328  -1.4314
C  -1.7162  1.5814  -1.9495
C  -2.3564  2.3215  -2.9251
H  -0.0057  4.7388  -3.2133
H  1.0042  3.3225  -1.4784
H  -2.1592  0.6590  -1.6115
H  -3.3094  1.9892  -3.3108
O  0.3127  -2.6173  -3.2560
C  -0.8486  -2.1566  -3.1362
O  -1.2073  -1.1052  -2.5787
C  -1.9590  -2.9896  -3.8214
N  -1.2771  -4.1687  -4.4785
C  -1.5223  -4.0897  -5.9636
C  -2.8269  -3.3171  -6.0578
C  -2.6727  -2.2579  -4.9661
H  -2.6594  -3.3643  -3.0768
H  -1.6002  -5.0563  -4.1037
H  -0.2788  -4.0172  -4.2103
H  -1.5398  -5.0911  -6.3845
H  -0.6909  -3.5347  -6.3952
H  -3.6729  -3.9741  -5.8470
H  -2.9734  -2.8927  -7.0484
H  -3.6218  -1.8405  -4.6410
H  -2.0492  -1.4341  -5.3195

Calculated values
- Molar mass: 1012.878 g/mol
- HOMO level (alpha / beta): -15.640 / -15.784 eV
- ⟨S²⟩: 2.01
- E_tot: -92605.7346 eV
- 2S+1: 3
- Strongest force on any atom: 0.45 eV Å⁻¹
- Kohn-Sham gap (alpha / beta): 7.32 / 7.52 eV
- ΔE to the lowest compared entry with this formula, charge and spin: 5.60 kcal per mole
- Net charge: +3

Atomic partial charges in e from the Mulliken method, atoms 1 to 2:
1 W 2.61
2 C -1.17

=====

# 5
Molecular formula: C2HN5O
Method: DFT, the ωB97M-V functional and the def2-TZVPD basis

Positions of all 9 atoms, in Å:
C  -1.0476  -0.1893  0.1204
C  0.4107  1.4622  -0.2492
H  1.1187  2.2867  -0.8832
N  -0.8647  1.2734  -0.5138
N  1.0832  0.6701  0.6855
N  1.6329  -0.4185  0.6462
N  1.1610  -1.2296  -0.6083
N  -0.1541  -1.1297  -0.5677
O  -2.1632  -0.5105  0.5203

Calculated values
- Molar mass: 111.064 g/mol
- HOMO level: -9.944 eV
- E_tot: -11581.2179 eV
- SMILES string: O=c1ncnnnn1
- Strongest force on any atom: 6.94 eV Å⁻¹
- Kohn-Sham gap: 7.79 eV
- ΔE to the lowest compared entry with this formula, charge and spin: 110.47 kcal per mole

Atomic partial charges in e from the natural (NBO) method, atoms 1 to 2:
1 C 0.65
2 C 0.20

=====

# 6
Molecular formula: C2H2N6
Method: DFT, the ωB97M-V functional and the def2-TZVPD basis

Positions of all 10 atoms, in Å:
C  -0.5379  -0.7238  -0.0320
C  -0.8867  1.2715  -0.2267
H  -0.1056  -1.8840  1.6092
H  -0.9763  2.5476  -0.3772
N  -0.8750  -1.4549  0.8363
N  -1.5138  0.2400  -0.6466
N  0.2071  1.2642  0.6419
N  1.3148  0.6222  0.6168
N  1.6458  -0.2787  -0.5427
N  0.5967  -0.9571  -0.8599

Calculated values
- Molar mass: 110.080 g/mol
- HOMO level: -9.859 eV
- E_tot: -11039.4533 eV
- Strongest force on any atom: 9.01 eV Å⁻¹
- Kohn-Sham gap: 8.22 eV
- ΔE to the lowest compared entry with this formula, charge and spin: 102.67 kcal per mole

Atomic partial charges in e from the natural (NBO) method, atoms 1 to 2:
1 C 0.45
2 C 0.20

=====

# 7
Molecular formula: C17H17AsIrN4O6S
Method: DFT, the ωB97M-V functional and the def2-TZVPD basis

Positions of all 47 atoms, in Å:
Ir  1.3337  0.8693  0.6526
O  3.3526  0.8360  -3.4482
As  2.2173  1.7584  -2.3937
O  2.1995  2.5910  0.4707
O  1.9424  0.5034  -1.2257
C  0.6272  1.5449  -3.6443
C  0.9774  1.6017  -4.9947
C  0.0299  1.7342  -6.0008
C  -1.3157  1.8349  -5.6822
C  -1.6995  1.7823  -4.3527
C  -0.7349  1.6168  -3.3646
S  -1.3909  1.4724  -1.7323
O  -0.3487  2.4679  -1.0292
O  -2.6883  2.0769  -1.6765
O  -1.2475  0.1373  -1.2455
H  3.2834  -0.0933  -3.1933
H  2.0266  1.5442  -5.2559
H  0.3471  1.7753  -7.0359
H  -2.0614  1.9597  -6.4565
H  -2.7425  1.8547  -4.0740
N  1.0225  0.5728  2.6285
C  0.8584  0.7265  3.7723
N  0.5562  0.9098  5.0020
C  1.3940  0.6622  5.9928
N  2.0477  0.4678  6.9300
C  -0.3050  6.2507  0.9089
N  0.2633  5.6934  -0.2983
C  -0.7615  5.3916  -1.2757
C  1.3085  4.7050  -0.1135
C  1.0732  3.4138  0.7237
C  1.0062  3.7495  2.1925
C  0.0208  3.4039  3.0237
C  -1.1308  2.6672  2.5557
C  -1.1957  2.2533  1.2735
C  -0.1200  2.5405  0.3614
H  -0.8614  7.1584  0.6575
H  0.4877  6.5200  1.6088
H  -0.9942  5.5686  1.4268
H  -1.2453  6.3249  -1.5795
H  -1.5494  4.7183  -0.9084
H  -0.3146  4.9351  -2.1590
H  2.1538  5.2023  0.3753
H  1.6580  4.3793  -1.0940
H  1.8706  4.2965  2.5562
H  0.0797  3.6672  4.0720
H  -1.9171  2.4003  3.2489
H  -2.0557  1.7061  0.9124

Calculated values
- Molar mass: 672.551 g/mol
- HOMO level: -4.930 eV
- E_tot: -110661.1179 eV
- Strongest force on any atom: 3.61 eV Å⁻¹
- Kohn-Sham gap: 7.02 eV
- ΔE to the lowest compared entry with this formula, charge and spin: 66.95 kcal per mole
- Net charge: -1

Atomic partial charges in e from the natural (NBO) method, atoms 1 to 2:
1 Ir 1.07
2 O -1.06

=====

Which of these has the lowest E_tot?
C19H22BrF6GdN7O5S3

=====

Which of these has the highest ΔE to the lowest compared entry with this formula, charge and spin?
C10H24AgClN2O4

=====

Look up the ΔE to the lowest compared entry with this formula, charge and spin of the second one.
25.79 kcal per mole